[1]
Computed, not measured: the molecule C10H8Br2, with ωB97M-V/def2-TZVPD.

XYZ file:
```
20
Properties=species:S:1:pos:R:3:forces:R:3:nbo_charge:R:1
Br 1.62087 2.42274 0.11190 -0.403 -0.650 0.187 0.066
Br 1.03159 -2.18343 -0.22707 -0.026 0.576 0.443 0.072
C 1.67953 -0.41856 0.17441 4.718 -3.885 -0.469 -0.101
C -1.33267 -0.16875 -0.99442 -0.803 1.247 2.191 -0.206
C 3.95374 -1.29502 0.45399 0.987 -0.737 -0.397 -0.321
C 0.81728 0.64915 0.14150 -1.898 3.737 -0.873 -0.045
C -0.57227 0.67132 -0.06712 -1.340 -0.916 0.333 -0.118
C -2.71737 -0.14333 -0.85600 -0.486 -0.488 0.277 -0.204
C 3.08936 -0.30320 0.28978 -4.600 2.149 -0.611 -0.282
C -1.26256 1.44207 0.92885 1.586 -0.522 -1.300 -0.161
C -2.62519 1.45399 0.95037 -1.062 0.666 2.557 -0.231
C -3.37735 0.57396 0.21373 -1.374 -0.019 -2.719 -0.201
H -4.52328 0.63008 0.29277 1.994 -0.401 -0.174 0.225
H -0.58203 1.85976 1.69253 -0.999 0.269 -0.499 0.227
H -3.11651 2.06039 1.75664 0.365 -0.648 -0.879 0.218
H -3.22855 -0.79257 -1.61587 -0.052 0.776 1.186 0.219
H -0.96645 -0.93611 -1.65010 0.717 0.453 -0.335 0.233
H 4.94419 -1.02854 0.36378 2.237 0.227 0.180 0.186
H 3.32425 0.74719 0.13125 0.886 -0.384 0.641 0.228
H 3.70255 -2.29351 0.28722 -0.448 -1.452 0.261 0.195
```
Positions in Å, forces in eV/Å.

As for the largest force on an atom: 6.13 eV/Å. The calculation puts the total energy at -150579.63826 eV. The calculation puts the LUMO energy (spin up / spin down) at 0.19 / -2.65 eV. The calculation puts the HOMO-LUMO gap (spin up / spin down) at 6.08 / 6.68 eV. Its highest occupied orbital energy (spin up / spin down) is -0.2167 / -0.3432 hartree. As for the net charge: 0. As for the spin multiplicity: 3.


[2]
Computed, not measured: the molecule C10H8Br2F2, with ωB97M-V/def2-TZVPD.

XYZ file:
```
22
Properties=species:S:1:pos:R:3:forces:R:3:nbo_charge:R:1
Br 2.86985 -1.81233 -0.60558 -0.269 0.137 0.092 0.088
Br 2.86986 1.81231 -0.60561 -0.269 -0.137 0.092 0.088
F 0.84605 0.00001 2.42774 -0.031 0.000 -0.046 -0.311
F 2.92140 0.00002 1.84958 -0.061 0.000 -0.244 -0.306
C 0.02688 0.66438 -1.83133 -0.131 0.009 -0.070 -0.172
C -1.63091 0.00003 1.46068 0.110 0.000 0.049 -0.389
C 1.66761 0.00001 1.36779 0.142 0.000 0.071 0.652
C 1.42886 0.76346 0.09890 0.452 0.424 0.273 -0.146
C -2.32514 -0.00001 0.13066 0.076 0.000 -0.107 -0.414
C 1.42886 -0.76346 0.09892 0.452 -0.424 0.273 -0.146
C 0.01653 -1.12663 -0.38241 -0.085 0.027 -0.002 -0.273
C 0.01653 1.12663 -0.38244 -0.084 -0.027 -0.002 -0.273
C 0.02687 -0.66442 -1.83132 -0.131 -0.009 -0.070 -0.172
C -0.82983 0.00001 0.20501 -0.307 0.000 0.118 -0.043
H 0.08299 1.33176 -2.66925 0.068 0.077 -0.247 0.227
H -1.65011 -0.90190 2.05296 0.015 -0.118 0.001 0.222
H -1.65014 0.90198 2.05291 0.015 0.119 0.001 0.222
H -2.81834 -0.90361 -0.19275 -0.001 -0.137 -0.019 0.217
H -0.28122 -2.15338 -0.19120 -0.013 -0.003 0.051 0.242
H -2.81836 0.90356 -0.19278 -0.001 0.137 -0.019 0.217
H -0.28121 2.15339 -0.19126 -0.013 0.003 0.051 0.242
H 0.08298 -1.33182 -2.66922 0.068 -0.077 -0.246 0.227
```
Positions in Å, forces in eV/Å.

The calculation puts the relative energy (zero: lowest compared OMol25 entry of this formula, charge and spin) at 0.0 kJ/mol. As for the largest force on an atom: 0.68 eV/Å. The calculation puts the total energy at -156016.96979 eV. The calculation puts the LUMO energy at 0.47 eV. The calculation puts the HOMO-LUMO gap at 10.29 eV. Its highest occupied orbital energy is -0.3608 hartree. As for the net charge: 0. Its SMILES is FC1(F)[C@]2(Br)[C@H]3C=C[C@H](C34CC4)[C@]12Br. As for the spin multiplicity: 1.


[3]
Computed, not measured: a structure of composition C10H8IrN5O6S, with ωB97M-V/def2-TZVPD.

XYZ file:
```
31
Properties=species:S:1:pos:R:3:forces:R:3:nbo_charge:R:1
Ir -0.13136 -0.39953 0.29820 1.118 -0.002 0.619 1.158
S -2.16258 -1.14469 2.87107 -0.009 -0.077 -0.012 0.379
O 1.42357 0.10684 -1.02329 -1.215 -0.312 0.023 -0.397
O -1.74799 -0.32246 -0.88749 0.296 0.054 -0.474 -0.604
O 0.93145 -0.22707 -2.19667 0.593 0.015 -0.490 -0.253
O 1.44693 0.27185 1.70525 -0.066 -0.049 -0.152 -0.565
O -3.06311 1.19886 -1.87735 -0.012 -0.006 0.040 -0.529
O 2.22199 2.17782 2.56755 -0.021 -0.021 0.026 -0.608
N 0.37574 -2.34754 -0.05665 0.562 0.088 -0.391 -0.555
N 3.07221 -5.29168 -2.40879 0.017 0.050 0.022 -0.755
N -0.45370 1.53773 0.39781 -0.177 0.007 0.250 -0.356
N 2.96072 -3.01421 -2.66975 -0.028 0.470 -0.024 -0.773
N 1.52813 -4.17982 -1.18308 0.488 0.298 -0.215 -0.625
C 2.51709 -4.12092 -2.08161 -0.547 -0.412 0.340 0.668
C -2.17276 0.90367 -1.13180 -0.078 0.027 -0.013 0.738
C -1.73486 3.35303 -0.32265 0.010 -0.073 -0.094 -0.145
C 0.33250 2.30582 1.15897 -0.096 -0.008 -0.115 0.058
C 0.10331 3.66235 1.22627 0.047 -0.021 -0.024 -0.151
C -0.95541 4.17720 0.47195 0.027 0.081 0.021 -0.141
C -1.28718 -0.85311 1.67106 -0.501 0.005 0.393 -0.126
C -1.45068 1.99324 -0.34097 0.105 0.040 0.021 0.128
C 0.99362 -3.13826 -0.64869 -0.546 -0.170 0.203 0.643
C 1.38324 1.49601 1.83431 0.074 0.055 0.015 0.810
H -1.15991 5.23868 0.50528 0.003 -0.004 0.003 0.251
H 0.72794 4.29734 1.83763 -0.003 0.006 -0.002 0.260
H 3.81296 -5.36818 -3.08095 -0.014 -0.012 -0.037 0.409
H -2.54664 3.72734 -0.93101 -0.010 -0.002 0.013 0.273
H 2.73080 -6.12160 -1.95695 0.007 0.001 0.024 0.431
H 2.48150 -2.12939 -2.55526 -0.030 -0.048 0.045 0.440
H 2.87683 1.58222 2.97094 0.003 0.000 -0.019 0.527
H 3.66076 -3.06305 -3.38946 0.004 0.019 0.004 0.412
```
Positions in Å, forces in eV/Å.

The calculation puts the relative energy (zero: lowest compared OMol25 entry of this formula, charge and spin) at 0.0 kJ/mol. As for the largest force on an atom: 1.28 eV/Å. The calculation puts the total energy at -43901.04578 eV. The calculation puts the LUMO energy (spin up / spin down) at -4.36 / -4.35 eV. The calculation puts the HOMO-LUMO gap (spin up / spin down) at 7.30 / 6.76 eV. Its highest occupied orbital energy (spin up / spin down) is -0.4284 / -0.4084 hartree. As for the net charge: +1. As for the spin multiplicity: 2.


[4]
Computed, not measured: the molecule C10H8N2, with ωB97M-V/def2-TZVPD.

XYZ file:
```
20
Properties=species:S:1:pos:R:3:forces:R:3:nbo_charge:R:1
N 0.64983 1.01486 -1.46390 1.041 2.558 -0.956 -0.445
N 0.19139 1.69974 0.78205 1.330 2.544 0.018 -0.430
C 1.07257 2.27812 -1.79050 -1.607 -1.522 4.749 0.112
C -0.26262 -0.48190 0.09951 -0.448 -2.351 1.424 -0.130
C 0.25321 0.84316 -0.21371 -0.835 -0.994 -0.083 0.380
C 0.69443 2.90497 0.44459 -0.687 -3.881 -3.777 0.092
C -1.11656 -3.05314 0.82360 1.719 -3.727 -5.477 -0.204
C -0.80011 -0.78341 1.37710 -0.061 1.871 0.704 -0.149
C 1.11382 3.29296 -0.80658 -0.977 -4.613 -1.670 -0.309
C -0.08126 -1.55560 -0.79395 2.766 -1.324 -2.090 -0.163
C -1.23679 -2.07958 1.68183 -2.345 1.838 4.947 -0.240
C -0.49651 -2.87345 -0.47505 -1.184 7.108 5.050 -0.201
H -1.29240 -4.13317 0.90928 -0.641 0.612 1.057 0.213
H 0.76501 -1.37806 -1.68853 -2.998 -0.436 2.155 0.239
H -0.38037 -3.69693 -0.95907 1.107 -4.598 -3.671 0.192
H 1.39677 4.24098 -1.03724 0.900 2.566 -0.395 0.215
H 1.33180 2.40348 -2.74832 1.023 0.584 -3.511 0.185
H 0.86964 3.67208 0.99118 0.150 4.249 5.432 0.177
H -0.83450 0.06427 2.17696 -0.105 -1.745 -1.709 0.246
H -1.83735 -2.37935 2.69076 1.849 1.262 -2.197 0.217
```
Positions in Å, forces in eV/Å.

The calculation puts the relative energy (zero: lowest compared OMol25 entry of this formula, charge and spin) at 232.6 kJ/mol. As for the largest force on an atom: 8.80 eV/Å. The calculation puts the total energy at -13477.27153 eV. The calculation puts the LUMO energy at 0.34 eV. The calculation puts the HOMO-LUMO gap at 9.17 eV. Its highest occupied orbital energy is -0.3246 hartree. As for the net charge: 0. Its SMILES is c1ccc(-c2ncccn2)cc1. As for the spin multiplicity: 1.


[5]
Computed, not measured: the molecule C10H8N2O, with ωB97M-V/def2-TZVPD.

XYZ file:
```
21
Properties=species:S:1:pos:R:3:forces:R:3:nbo_charge:R:1
O 5.13227 -0.53913 0.01009 -0.737 -4.509 0.346 -0.506
N 0.55510 -0.98040 -0.23604 6.699 0.823 1.314 -0.423
N 4.00673 0.10695 0.15840 -3.813 1.746 -0.735 -0.121
C -0.14541 1.65271 -0.17014 -1.760 1.973 0.796 -0.128
C 1.21776 1.40281 -0.04031 -1.086 -0.503 -1.630 -0.283
C 2.93068 -0.58872 0.20976 -0.544 -1.218 0.315 -0.010
C -1.15882 0.69734 -0.01741 0.296 -0.030 -1.387 -0.108
C 1.52762 0.01246 0.00385 0.491 -1.007 -0.579 0.187
C -2.97541 -1.29183 0.07906 -3.850 -1.575 -0.657 -0.185
C -3.53039 0.12039 0.34118 0.543 -3.259 -2.831 -0.232
C -1.72097 -1.67037 -0.07510 2.561 0.527 -1.322 -0.235
C -0.65440 -0.67730 -0.18574 -6.495 2.588 1.954 0.196
C -2.60040 1.10445 0.04765 0.420 -0.372 2.353 -0.182
H 5.76078 0.10210 0.05683 2.952 2.788 0.163 0.472
H -3.69131 -2.27573 -0.25095 1.236 3.181 1.663 0.215
H 1.76879 2.32501 -0.34786 0.661 -1.487 1.066 0.253
H 2.93819 -1.72608 0.44387 0.080 1.836 -0.921 0.193
H -0.51908 2.73534 -0.27561 0.825 -1.590 0.140 0.206
H -1.40188 -2.67668 -0.31097 -0.332 -0.216 0.118 0.222
H -2.76928 2.20354 0.26578 -0.010 -1.362 -0.744 0.222
H -4.67057 -0.03686 0.29366 1.863 1.668 0.578 0.246
```
Positions in Å, forces in eV/Å.

The calculation puts the relative energy (zero: lowest compared OMol25 entry of this formula, charge and spin) at 429.8 kJ/mol. As for the largest force on an atom: 7.26 eV/Å. The calculation puts the total energy at -15522.59899 eV. The calculation puts the LUMO energy at -0.25 eV. The calculation puts the HOMO-LUMO gap at 8.31 eV. Its highest occupied orbital energy is -0.3143 hartree. As for the net charge: 0. Its SMILES is O/N=C/c1ccc2ccccc2n1. As for the spin multiplicity: 1.


[6]
Computed, not measured: the molecule C10H8N2O2, with ωB97M-V/def2-TZVPD.

XYZ file:
```
22
Properties=species:S:1:pos:R:3:forces:R:3:nbo_charge:R:1
O -0.85674 1.18862 -0.16020 0.031 0.879 0.329 -0.471
O 3.36494 -0.60744 2.70525 -5.886 3.297 -2.655 -0.616
N 2.29062 1.29270 1.65107 3.572 0.585 -0.968 -0.604
N 0.97539 -0.48511 2.46084 0.972 -2.115 -1.674 -0.485
C -1.37205 0.18476 -0.93840 2.257 -1.488 0.021 0.262
C 2.25052 -0.02895 2.25090 5.012 0.177 2.997 0.736
C 0.21027 0.93284 0.61332 2.695 -1.771 1.738 0.136
C 1.32606 1.76954 0.78371 -3.679 -0.361 -2.241 0.002
C -2.40001 0.64779 -1.71888 -3.235 1.118 -4.468 -0.275
C -0.62828 -1.10653 -1.07082 -1.278 0.176 -1.528 -0.280
C -2.83469 -0.17158 -2.81510 2.275 -2.142 -0.709 -0.184
C 0.22789 -0.34053 1.40314 -2.145 0.326 0.073 0.110
C -2.07149 -1.41184 -2.94772 -0.644 1.121 1.781 -0.235
C -1.04462 -2.01832 -2.12630 0.545 4.493 0.646 -0.215
H -2.54246 -1.87775 -3.70908 -0.411 -2.433 -2.714 0.197
H -0.50819 -1.25358 1.09931 1.084 2.797 1.675 0.233
H -2.90806 1.70326 -1.96120 1.835 -1.884 2.107 0.257
H -0.23170 -2.73298 -2.42347 -1.728 0.098 0.144 0.243
H 1.17793 2.75160 0.05651 1.530 -2.219 2.537 0.261
H -3.52043 0.05304 -3.86484 1.823 -0.203 3.867 0.248
H 0.30344 -1.36313 -0.45318 -1.679 0.644 -1.573 0.241
H 3.32025 1.67384 1.50895 -2.944 -1.094 0.613 0.440
```
Positions in Å, forces in eV/Å.

The calculation puts the relative energy (zero: lowest compared OMol25 entry of this formula, charge and spin) at 485.4 kJ/mol. As for the largest force on an atom: 7.25 eV/Å. The calculation puts the total energy at -17568.59353 eV. The calculation puts the LUMO energy at -0.37 eV. The calculation puts the HOMO-LUMO gap at 8.01 eV. Its highest occupied orbital energy is -0.3081 hartree. As for the net charge: 0. Its SMILES is O=c1ncc(Oc2ccccc2)c[nH]1. As for the spin multiplicity: 1.